C5H5N in the gas phase at a distorted geometry, computed with the ωB97M-V functional and the def2-TZVPD basis.

Each line ends with the Löwdin charge.
Geometry (Å):
C 0.077 0.069 0.352  -0.482
C -1.172 -0.623 0.272  -0.109
C -2.255 -1.160 0.225  0.138
C 0.377 0.988 -0.766  -0.090
C 0.708 1.784 -1.611  0.124
H 2.025 -0.245 0.774  0.112
H 1.088 -1.550 1.180  0.078
H 0.039 0.703 1.291  0.159
H -3.186 -1.658 0.082  0.028
H 1.100 2.533 -2.256  0.025
N 1.199 -0.841 0.456  0.017

Results
frontier orbital gap	0.38767	hartree
relative energy (zero: lowest compared OMol25 entry of this formula, charge and spin)	96.1	kcal/mol
E_tot	-248.12192	a.u.